[1]
Molecular formula: C21H23ClN2O6S
Method: DFT, the ωB97M-V functional and the def2-TZVPD basis

Structure (XYZ):
```
54
Properties=species:S:1:pos:R:3:forces:R:3
Cl 4.9922 -2.9351 1.0274 0.369 -0.453 0.300
S 3.8380 -0.1523 0.0282 0.460 -0.335 0.068
O -1.5873 -3.4100 -0.0596 0.060 0.059 -0.051
O 5.0653 -0.4611 -0.6331 -0.071 -0.125 0.134
O -3.7183 0.6927 0.1588 -0.374 0.017 0.112
O 3.0136 0.8975 -0.4820 -0.393 0.102 0.239
O -1.2029 3.1962 -2.7201 0.163 -0.085 0.241
O -1.1259 -1.3791 -0.9084 0.137 0.256 -0.224
N -1.7250 1.2191 -0.7750 0.363 0.301 -0.181
N 4.1914 0.2101 1.6057 0.059 -0.041 -0.803
C -3.2668 2.4387 -3.5228 0.222 0.124 -0.002
C 2.0371 -1.3107 3.1495 -0.096 0.106 0.040
C -0.7948 -2.5555 -0.3617 -0.003 -0.345 0.154
C 3.1344 0.8243 2.3861 -0.375 0.289 0.069
C 1.5019 -1.5531 -0.2553 -0.232 -0.149 -0.099
C -2.7265 0.3833 -0.4666 0.381 -0.670 -0.176
C -2.1212 3.4788 -1.6717 -0.149 0.033 0.578
C 2.5360 -3.9790 0.6323 0.175 0.187 -0.027
C 2.8293 -1.6505 0.0979 0.489 0.479 -0.139
C -1.7382 2.6248 -0.4514 -0.065 0.435 -0.312
C -0.3145 -1.6887 2.8579 -0.122 0.063 0.015
C 0.9285 -2.1271 3.2835 0.104 -0.035 0.069
C -2.5079 -1.0479 -0.9770 -0.658 -0.071 0.214
C -0.4429 -0.4305 2.2952 -0.121 -0.032 0.061
C -3.5347 3.1741 -2.2091 0.135 -0.006 -0.058
C 3.3492 -2.8538 0.5478 -0.334 -0.073 -0.184
C 0.6692 -2.6600 -0.1336 0.347 -0.005 0.010
C -1.9160 3.0260 -3.9269 -0.235 -0.051 -0.344
C 0.6709 0.3778 2.1443 0.151 0.030 0.143
C 1.9207 -0.0519 2.5707 -0.225 0.131 0.192
C 1.1991 -3.8732 0.3040 -0.153 0.195 -0.132
H 3.5578 1.1075 3.3543 0.017 0.009 -0.143
H -4.1089 2.5777 -1.5046 -0.062 0.025 0.046
H 1.1364 -0.5984 -0.5952 -0.118 0.037 0.004
H -2.8418 -1.1157 -2.0189 0.065 -0.008 0.118
H -1.1793 -2.3252 2.9674 -0.098 -0.069 -0.002
H 3.0005 -1.6545 3.5003 0.139 -0.078 0.024
H -2.4629 2.7819 0.3496 0.123 0.029 -0.023
H -3.1752 1.3658 -3.3502 0.001 -0.032 -0.045
H -4.0361 2.6116 -4.2711 -0.046 -0.043 -0.048
H 2.9519 -4.9131 0.9743 0.056 -0.077 0.035
H -0.9736 0.9032 -1.3686 -0.086 -0.102 0.076
H 2.8560 1.7291 1.8432 -0.048 0.034 0.276
H 0.5395 -4.7230 0.3929 -0.045 -0.073 0.031
H -4.0718 4.1033 -2.3975 -0.020 0.005 0.017
H 0.5723 1.3542 1.6940 -0.003 0.137 -0.101
H -1.4120 -0.0772 1.9758 -0.120 0.041 -0.042
H 1.0332 -3.1048 3.7293 0.008 -0.106 0.041
H -0.7397 2.9162 -0.1178 -0.056 0.004 0.067
H -3.0951 -1.7477 -0.3743 0.100 0.247 -0.117
H 4.7032 -0.5267 2.0650 0.209 -0.155 -0.065
H -2.0307 4.5370 -1.3854 -0.007 -0.129 -0.039
H -2.0542 3.9976 -4.4237 0.025 -0.089 -0.004
H -1.3234 2.3776 -4.5739 -0.043 0.062 -0.012
```
Positions in Å, forces in eV/Å.

Output
* ΔE to the lowest compared entry with this formula, charge and spin: 0.233 eV
* total charge: 0
* multiplicity: 1

[2]
Molecular formula: H26O13
Method: DFT, the ωB97M-V functional and the def2-TZVPD basis

Structure (XYZ):
```
39
Properties=species:S:1:pos:R:3:forces:R:3
O -0.3374 0.8363 3.1641 0.084 0.180 -0.426
O -1.6772 -2.2945 -2.6470 -0.216 -0.151 -0.031
O -0.0498 -0.4011 -0.8305 0.120 -0.079 0.265
O 3.6514 0.3269 -1.3715 0.430 2.744 4.519
O -1.1768 3.9501 1.0960 0.014 -0.176 0.214
O -3.9516 0.3874 -2.7646 -0.120 -0.144 0.098
O -0.1213 3.5989 -1.6491 0.089 0.119 -0.112
O 2.5868 3.6594 1.8307 -0.146 -0.183 0.211
O 0.4314 -4.3674 -1.7814 -0.131 -0.049 0.026
O 1.4727 -1.3591 1.7498 1.133 0.907 -2.107
O 3.4915 -0.8647 -2.9076 -0.548 -2.856 -3.844
O 0.3958 -2.3760 3.3235 -1.473 -0.803 1.777
O -3.4681 -0.8976 2.2362 -0.089 0.112 -0.127
H 4.5028 0.0886 -0.9876 -0.008 0.145 0.065
H 0.0977 1.6785 3.3382 0.145 -0.053 0.177
H -0.4082 -4.3640 -2.2548 0.436 -0.147 0.072
H -1.7805 -3.2452 -2.5264 -0.313 0.244 -0.017
H -0.9895 3.1031 1.5161 -0.036 0.129 -0.101
H -0.1499 -2.1037 2.5771 0.184 -0.254 0.294
H -0.4408 3.7034 -0.7458 -0.098 0.102 0.088
H 3.0748 -1.4450 -2.2606 0.055 -0.215 -0.672
H -1.5810 -2.1882 -3.6001 0.145 0.122 0.032
H 1.7574 -1.3446 0.8291 0.144 0.117 -0.154
H 2.2120 2.8568 1.4508 0.136 0.089 -0.199
H 3.2275 -1.2337 -3.7580 -0.054 -0.475 -0.345
H -4.4421 0.2188 -1.9523 0.042 0.056 -0.127
H -3.5969 -0.4752 -3.0077 0.088 0.046 0.075
H 3.0415 -0.3284 -1.0144 0.089 0.664 0.252
H -1.0296 1.0565 2.5306 -0.253 -0.218 0.174
H 0.1878 -0.0396 0.0308 -0.062 0.093 -0.214
H -3.9343 -0.3254 1.6163 0.031 -0.040 0.041
H 3.3880 3.3574 2.2732 -0.028 0.067 -0.055
H -4.1727 -1.3575 2.7062 0.127 -0.009 0.032
H 0.9458 -0.5576 1.8450 0.138 0.155 0.427
H -0.8408 -0.9233 -0.6557 -0.046 -0.035 -0.234
H 0.0495 -1.8671 4.0652 -0.098 -0.160 0.079
H -0.8408 4.6016 1.7218 0.056 0.074 -0.096
H 0.4042 -3.5638 -1.2499 0.020 0.033 -0.051
H 0.0707 4.4989 -1.9356 0.011 -0.152 -0.006
```
Positions in Å, forces in eV/Å.

Output
* ΔE to the lowest compared entry with this formula, charge and spin: 5.941 eV
* total charge: 0
* multiplicity: 1

[3]
Molecular formula: C26H68Cl4N9O5P3
Method: DFT, the ωB97M-V functional and the def2-TZVPD basis

Structure (XYZ):
```
115
Properties=species:S:1:pos:R:3:forces:R:3
Cl 1.5541 2.9254 -5.5843 0.393 0.153 0.324
Cl -2.7864 -0.2128 0.1072 0.095 0.383 -0.191
Cl 0.5573 -0.7805 -0.0679 0.120 -1.157 0.321
Cl 3.0001 1.0084 -2.9740 0.265 -0.140 -0.456
P -0.5554 -1.5703 5.4182 0.548 0.528 -1.101
P 0.4525 5.0151 0.7817 1.315 0.851 0.659
P -2.2679 -3.1870 -5.5561 -0.530 -0.775 -1.826
O 3.9079 -3.7428 -0.7740 -0.055 1.329 -3.530
O 0.7288 -0.8950 5.8448 -1.898 -0.642 -0.594
O 5.0881 -5.5526 -0.3886 -2.289 2.572 1.891
O -3.7193 -3.4645 -5.3178 1.244 0.458 -0.124
O 0.2286 4.1628 -0.4443 0.966 1.095 1.398
N 0.2662 4.2494 2.2869 -0.674 0.569 -0.879
N -0.3205 -2.9356 4.3688 0.126 -0.337 2.998
N -1.5908 -0.5258 4.5490 -0.598 0.496 -0.198
N -1.5165 -1.9892 6.7049 0.710 -0.905 1.849
N -1.4548 -2.3714 -4.3453 -0.515 1.258 -0.332
N 2.0997 5.7871 0.9051 -0.689 0.429 0.413
N -2.0257 -2.3760 -7.0521 -3.035 -0.788 1.769
N -1.4469 -4.6487 -5.7625 -0.149 -1.402 1.125
N -0.6288 6.2908 0.8249 0.639 -0.009 1.685
C 3.3156 -2.5712 -0.2158 -0.775 -1.643 1.004
C -2.5080 -3.0644 6.8042 0.313 0.436 -0.638
C -1.0449 6.7959 -0.4512 -0.592 0.737 0.198
C -2.9262 -0.9221 3.9413 1.756 -0.438 0.925
C 2.4802 3.5172 -4.1724 0.438 0.336 0.327
C -0.7499 7.2820 1.9847 -0.534 -1.316 -1.227
C -0.0935 -4.9320 -6.3275 -1.071 0.416 -0.533
C -1.4929 1.0561 -0.0614 0.095 -1.334 -1.247
C 2.3081 2.6591 -2.9431 -0.329 -0.248 0.267
C 2.5895 6.9097 1.8006 -2.110 -1.448 0.353
C 3.2338 5.2350 0.2082 -0.761 -1.132 -0.992
C 1.1987 3.1570 2.6058 0.131 1.444 1.256
C -1.7437 -0.9552 -4.1074 -0.920 0.443 -0.953
C -0.2501 -2.7835 2.9636 -0.461 0.938 -0.707
C 3.9456 -2.5750 1.1559 1.034 1.110 0.816
C 0.3488 -4.1924 4.9194 -0.732 2.074 0.400
C -1.0443 0.7327 3.9684 0.738 -2.017 -0.181
C -2.0181 -5.7890 -4.9501 1.413 0.521 -1.083
C -1.0854 3.9893 2.8798 1.081 -0.591 -1.437
C -1.0859 -3.1130 -3.1586 1.361 -0.183 -0.943
C -3.0878 -2.5530 -8.1041 0.758 -0.595 0.543
C -1.2333 -1.3673 8.0448 0.913 0.195 -1.273
C 4.3308 -4.0207 1.4759 -1.459 -0.003 -0.188
C -0.2962 0.4693 -0.9159 -0.040 2.754 1.303
C -0.7819 -2.0139 -7.5511 1.834 1.596 -0.650
C 4.4324 -4.5686 0.0485 3.862 -3.810 0.254
H 2.0577 7.8251 1.5412 0.609 0.258 -0.069
H 0.4326 1.2792 -0.8835 -0.050 0.353 -0.104
H 2.1868 3.3521 2.1890 -0.273 -0.464 -0.658
H 1.2535 2.4622 -2.7503 0.099 0.511 0.162
H -3.7186 -1.6754 -8.2452 0.153 0.118 0.146
H 3.3465 -2.0109 1.8708 0.026 -0.339 0.261
H -3.7266 -3.4163 -7.9173 0.003 0.149 0.389
H -1.9118 1.9338 -0.5536 -0.020 -0.189 -0.080
H -0.2790 -2.5098 -2.7425 -0.100 -0.227 0.748
H 0.1914 7.6688 2.3751 -0.137 -0.678 0.353
H 2.3261 6.6650 2.8296 -0.119 0.137 0.271
H 4.1597 5.8074 0.2644 -0.333 0.206 0.220
H 4.9219 -2.0925 1.1100 -0.127 0.684 -0.282
H -2.1330 -0.9934 8.5333 -0.079 -0.179 -0.150
H 2.9415 5.2047 -0.8415 0.471 -0.555 -0.284
H -1.5007 3.1098 2.3878 -0.097 -0.296 0.020
H 0.3502 -5.8952 -6.0756 -0.216 0.156 1.229
H -0.1910 -5.1315 -7.3946 -0.060 0.693 -0.411
H -1.0725 -3.3142 2.4839 0.258 -0.387 -0.421
H -3.7622 -0.3225 4.3015 0.242 0.436 -0.102
H -0.2328 7.3901 -0.8700 -0.120 -0.079 -0.759
H 3.5308 3.7044 -4.3945 0.050 -0.710 -0.481
H 2.1619 4.5305 -3.9274 -0.660 -0.133 0.027
H 1.1155 -3.8879 5.6319 0.093 -0.002 0.094
H -1.8239 1.3114 3.4730 0.019 0.046 0.510
H 0.7365 -3.0557 2.5886 -0.044 -0.211 -0.268
H -0.5252 -0.5517 7.8980 -0.317 0.247 -0.151
H 2.8040 3.1180 -2.0877 -0.357 0.232 -0.077
H 0.7715 2.1590 2.5076 0.267 0.001 -0.593
H -1.4549 6.0071 -1.0819 0.476 0.138 -0.177
H -0.9441 -1.3727 -8.4176 0.110 -0.446 -0.537
H -1.8736 -3.3686 -2.4499 -0.140 0.278 -0.022
H -0.3921 0.2855 -1.9860 -0.830 -0.496 0.370
H 2.2916 -2.9414 -0.2638 -0.566 1.112 0.619
H -2.3636 -0.7038 -3.2468 -0.148 -0.669 0.346
H -3.0884 -5.6173 -4.8352 0.286 -0.292 0.308
H -3.4791 -2.6140 6.5987 -0.343 -0.423 0.116
H 3.4281 4.2400 0.6085 0.459 -0.322 -0.443
H 3.6782 6.9620 1.8038 -0.300 0.241 -0.466
H -1.4158 -5.9165 -4.0507 -0.529 0.329 0.670
H -0.3860 1.2568 4.6613 -0.603 0.277 0.274
H 0.5932 -4.1051 -6.1466 0.126 -0.232 0.016
H 5.2294 -4.1855 2.0704 -0.055 0.169 -0.292
H -3.1694 -1.9407 4.2436 0.181 -0.117 -0.094
H -2.5001 -3.5217 7.7936 0.031 0.192 0.079
H -0.4058 -1.7364 2.7041 0.073 0.040 -0.120
H -1.2967 8.1793 1.6951 -0.036 -0.187 -0.579
H -0.2408 -1.2841 -6.9488 0.098 -0.252 0.767
H -0.8987 3.7062 3.9157 -0.467 0.548 0.149
H -1.4360 6.7404 2.6360 0.667 0.516 0.932
H -1.8194 4.7610 2.6476 0.407 0.261 0.589
H -1.8622 7.4719 -0.1999 -0.130 0.120 -0.498
H -2.3241 -0.5915 -4.9553 -0.026 0.062 -0.137
H -2.3045 -3.8692 6.0979 -0.117 0.144 -0.199
H -0.1031 -2.8400 -7.7625 0.027 0.045 -0.391
H 1.4097 3.3139 3.6636 -0.056 -0.458 0.394
H -1.2733 1.3133 0.9748 0.673 -0.100 -0.319
H 3.4151 -1.6294 -0.7555 0.393 -0.496 -0.418
H 3.4841 -4.4229 2.0322 0.050 -0.739 -0.147
H -2.5677 -2.7916 -9.0319 -0.018 0.197 -0.120
H -1.7606 -6.7179 -5.4590 -0.639 -0.057 -0.511
H -0.6570 -2.0245 8.6960 -0.425 -0.497 0.098
H -0.9044 -0.2622 -4.0483 0.709 -0.530 -0.071
H -0.6153 -4.0113 -3.5584 -0.012 -0.244 0.582
H -0.4183 -4.7290 5.4776 0.274 -0.584 -0.288
H -0.3440 0.3821 3.2103 0.135 0.439 -0.700
H -2.8163 -0.8988 2.8572 -0.328 0.077 -0.033
H 0.8630 -4.7564 4.1412 -0.519 -0.031 -0.081
```
Positions in Å, forces in eV/Å.

Output
* total charge: 0
* multiplicity: 1

no.,orbital gap (eV),HOMO (eV)
1,9.19,-9.413
2,8.97,-9.420
3,8.71,-8.330